Formula: C71H147Cl2N11O
Source: OMol25
Level of theory: wB97M-V/def2-TZVPD

Each line ends with the Löwdin charge.
Cartesian coordinates (Å):
C  -32.5693  12.3150  1.3131  -0.04
C  -32.2991  11.5855  0.0804  -0.37
C  -30.7869  11.4040  -0.2738  -0.14
C  -30.0161  10.5569  0.7300  -0.19
C  -30.4254  9.1749  0.4550  -0.13
C  -31.9514  8.7995  0.8309  -0.43
N  -32.7769  10.1091  0.5998  0.12
O  -34.0814  9.8636  0.6832  0.16
C  -32.2349  8.5803  2.2664  -0.01
C  -32.4577  7.6991  -0.0319  -0.03
C  -33.1393  12.0622  -1.1863  0.01
H  -31.7838  12.2866  2.0759  0.10
H  -33.4708  12.0573  1.8068  0.09
H  -32.6587  13.4078  1.2547  0.12
H  -30.4562  12.4628  -0.2068  0.14
H  -30.6535  10.9879  -1.3375  0.07
H  -30.1651  10.9438  1.7757  0.14
H  -28.9776  10.5863  0.4527  0.12
H  -29.7943  8.4926  0.9716  0.11
H  -30.3095  8.8736  -0.5955  0.09
H  -32.0686  9.4847  2.8381  0.10
H  -31.6949  7.6963  2.6814  0.13
H  -33.2926  8.3501  2.3506  0.10
H  -32.0769  7.6692  -1.0601  0.07
H  -33.5145  7.5583  -0.0049  0.08
H  -32.0597  6.7751  0.4189  0.12
H  -32.6510  12.9858  -1.5291  0.10
H  -34.1876  12.2158  -0.9779  0.08
H  -33.0909  11.3431  -2.0261  0.05
C  -34.7811  3.6501  -1.6448  -0.08
C  -34.1557  4.9757  -2.0908  -0.22
C  -32.7012  4.7738  -2.6110  -0.18
C  -32.6127  3.7470  -3.7760  -0.10
N  -31.4389  4.0462  -4.6808  -0.21
C  -31.8736  4.9678  -5.8011  -0.08
C  -32.5388  3.9458  -6.7959  -0.12
C  -32.1675  2.5040  -6.4019  -0.15
C  -31.0948  2.7763  -5.4150  -0.13
C  -30.2449  4.5133  -3.8450  -0.12
C  -29.8422  3.4798  -2.7873  -0.21
C  -28.8338  4.1039  -1.7934  -0.06
H  -34.7059  2.7980  -2.3068  0.07
H  -35.8390  3.7579  -1.5457  0.07
H  -34.4148  3.3055  -0.6790  0.09
H  -34.1101  5.7043  -1.3291  0.06
H  -34.8015  5.4660  -2.8842  0.13
H  -32.0081  4.6476  -1.7528  0.12
H  -32.3679  5.7533  -2.9855  0.09
H  -33.5607  3.8211  -4.3136  0.14
H  -32.4556  2.7507  -3.3941  0.13
H  -31.0217  5.5201  -6.2126  0.04
H  -32.5705  5.7008  -5.3972  0.11
H  -32.1800  3.9870  -7.8218  0.10
H  -33.6327  4.1276  -6.8844  0.12
H  -31.7759  1.8622  -7.2059  0.13
H  -32.9942  1.9761  -5.9409  0.12
H  -30.1605  3.0157  -5.9625  0.15
H  -30.9254  1.9652  -4.7184  0.14
H  -30.4672  5.4968  -3.4339  0.11
H  -29.4980  4.6506  -4.6230  0.06
H  -29.2493  2.7101  -3.2625  0.10
H  -30.6521  2.8902  -2.3267  0.12
H  -29.2298  4.9555  -1.2592  0.07
H  -27.9495  4.3357  -2.3913  0.05
H  -28.5317  3.4123  -1.0206  0.09
C  -18.1226  7.6795  1.7001  -0.10
C  -19.1450  8.6226  1.1076  -0.31
C  -18.9047  10.0889  1.2163  -0.19
C  -18.9993  10.4512  2.7038  -0.14
N  -18.5429  11.8153  3.0146  -0.23
C  -18.6773  12.0378  4.5383  -0.08
C  -17.8976  13.2824  4.8669  -0.13
C  -16.6053  13.0704  4.0204  -0.09
C  -17.0801  12.1737  2.8307  -0.08
C  -19.3110  12.8169  2.2050  -0.12
C  -20.8609  12.7369  2.2482  -0.21
C  -21.4548  14.0449  1.8070  -0.08
H  -17.7576  7.9457  2.6974  0.06
H  -17.1481  7.7199  1.0941  0.11
H  -18.5140  6.6615  1.5707  0.09
H  -20.2733  8.3555  1.3059  0.15
H  -19.3072  8.2576  0.0702  0.11
H  -19.6234  10.6394  0.6609  0.09
H  -17.8934  10.3744  0.8504  0.14
H  -18.4715  9.6499  3.2728  0.14
H  -20.0251  10.4779  3.0942  0.14
H  -19.7187  12.0436  4.8440  0.13
H  -18.1965  11.1996  5.1133  0.17
H  -18.3763  14.2060  4.5994  0.11
H  -17.6152  13.3058  5.8792  0.11
H  -16.1790  13.9919  3.6629  0.12
H  -15.8784  12.5511  4.6024  0.11
H  -16.8360  12.6853  1.9113  0.13
H  -16.5640  11.1879  2.7551  0.15
H  -18.9067  12.5922  1.2280  0.12
H  -18.9407  13.8292  2.4209  0.15
H  -21.1305  12.5612  3.2645  0.10
H  -21.1224  11.8650  1.6797  0.09
H  -22.4377  13.9500  1.2745  0.09
H  -20.7652  14.5324  1.1705  0.06
H  -21.7004  14.6724  2.6773  0.10
C  -18.6355  6.8540  -6.0884  -0.09
C  -20.0936  6.5564  -5.6280  -0.25
C  -21.0842  7.1681  -6.5877  -0.18
C  -20.7833  6.6863  -8.0637  -0.12
N  -21.7479  7.0843  -9.1158  -0.22
C  -23.1322  6.6114  -8.7607  -0.10
C  -23.6447  5.8083  -9.9369  -0.14
C  -22.3778  5.1624  -10.4302  -0.15
C  -21.4264  6.3517  -10.4054  -0.08
C  -21.7684  8.5201  -9.3980  -0.18
C  -20.4932  9.2758  -9.7744  -0.19
C  -20.9638  10.6493  -10.2678  -0.08
H  -18.6309  7.8249  -6.5519  0.07
H  -18.2455  6.1074  -6.7701  0.08
H  -18.0125  6.8059  -5.1696  0.10
H  -20.1304  7.0970  -4.6582  0.11
H  -20.1685  5.4424  -5.4630  0.13
H  -20.8845  8.2447  -6.7523  0.12
H  -22.1211  7.0389  -6.3240  0.09
H  -20.6854  5.6275  -8.0029  0.14
H  -19.8413  7.0568  -8.3308  0.10
H  -23.7507  7.4321  -8.3790  0.14
H  -22.9815  6.0045  -7.8761  0.12
H  -24.0706  6.3926  -10.7297  0.12
H  -24.4126  5.0781  -9.6368  0.13
H  -22.3382  4.6871  -11.4447  0.15
H  -22.0314  4.3796  -9.7626  0.12
H  -21.6190  7.1052  -11.2364  0.16
H  -20.3891  5.9863  -10.4396  0.15
H  -22.3335  8.9054  -8.5657  0.12
H  -22.4720  8.7190  -10.1834  0.12
H  -19.9056  8.7151  -10.4965  0.12
H  -19.8600  9.4842  -8.8827  0.12
H  -20.1329  11.2182  -10.7080  0.10
H  -21.3691  11.2618  -9.4869  0.07
H  -21.6873  10.5585  -11.0733  0.08
C  -25.2499  11.2443  -9.6143  -0.12
C  -25.3981  12.7119  -9.6447  -0.28
C  -25.8245  13.2150  -8.3031  -0.18
C  -27.2333  12.7039  -7.9474  -0.12
N  -27.7685  13.4189  -6.7188  -0.22
C  -28.0373  14.9424  -6.8822  -0.06
C  -29.4116  15.1569  -6.2664  -0.13
C  -30.1719  13.9007  -6.7644  -0.12
C  -29.1481  12.7726  -6.4586  -0.10
C  -26.8772  13.1129  -5.5440  -0.12
C  -26.4551  11.6115  -5.4735  -0.21
C  -25.8580  11.2424  -4.0980  -0.09
H  -24.8382  10.9181  -10.5694  0.08
H  -26.2042  10.7552  -9.7113  0.07
H  -24.6327  10.9020  -8.7674  0.08
H  -26.0539  12.9251  -10.4647  0.12
H  -24.4670  13.1835  -9.9314  0.12
H  -25.7548  14.3075  -8.3952  0.13
H  -25.0889  12.8351  -7.5376  0.12
H  -27.2895  11.6322  -7.6599  0.12
H  -27.9758  12.9431  -8.7133  0.15
H  -27.2389  15.5442  -6.4430  0.14
H  -28.0502  15.0246  -7.9744  0.14
H  -29.3016  15.1784  -5.1599  0.13
H  -29.9519  16.0352  -6.5391  0.12
H  -31.0562  13.7286  -6.1621  0.12
H  -30.3122  13.9876  -7.8602  0.13
H  -29.1306  12.5739  -5.3700  0.13
H  -29.3498  11.8414  -6.9748  0.12
H  -27.3854  13.3823  -4.5956  0.15
H  -25.9945  13.7259  -5.6595  0.13
H  -25.7331  11.2889  -6.2434  0.11
H  -27.3797  11.0648  -5.5086  0.09
H  -26.5404  11.4281  -3.2422  0.09
H  -25.0058  11.8598  -3.9324  0.07
H  -25.5728  10.1948  -4.0106  0.06
C  -23.9424  3.5685  -4.5547  -0.08
C  -25.1168  3.7739  -3.6252  -0.17
N  -25.5992  5.1498  -3.4417  -0.04
C  -25.2546  5.9107  -2.4023  -0.06
C  -25.9432  7.0660  -2.4046  0.03
N  -26.8377  6.9420  -3.5044  -0.05
C  -26.6100  5.7819  -4.0701  -0.08
C  -27.9136  7.8077  -3.9985  -0.04
H  -22.9981  4.0693  -4.2288  0.08
H  -24.2233  4.0329  -5.5350  0.08
H  -23.5854  2.5169  -4.6384  0.10
H  -24.8040  3.3933  -2.6542  0.13
H  -25.9618  3.2147  -4.0561  0.13
H  -24.5034  5.6849  -1.6818  0.14
H  -25.9401  7.8615  -1.6995  0.12
H  -27.1391  5.3872  -4.9116  0.05
H  -28.8203  7.5733  -3.4135  0.05
H  -28.0774  7.4852  -5.0400  0.00
H  -27.7234  8.8921  -4.0061  0.07
C  -31.6632  9.5177  -7.2742  -0.08
C  -32.8781  8.6060  -7.0530  -0.20
N  -34.0664  9.3100  -6.8045  -0.06
C  -34.8856  9.7818  -7.8326  0.01
C  -35.8888  10.4931  -7.2752  0.02
N  -35.5897  10.6110  -5.9288  -0.07
C  -34.5384  9.8045  -5.6691  0.01
C  -36.3557  11.3293  -4.9354  0.03
H  -30.7388  8.9261  -7.3409  0.07
H  -31.5153  10.2282  -6.4386  0.03
H  -31.6882  10.0954  -8.2082  0.08
H  -32.6895  8.0244  -6.1204  0.11
H  -33.0049  7.8977  -7.8386  0.12
H  -34.7590  9.5086  -8.8702  0.15
H  -36.7677  10.9507  -7.7410  0.16
H  -34.0292  9.5814  -4.7690  0.13
H  -37.1702  11.8023  -5.3937  0.09
H  -35.7054  12.0595  -4.4815  0.10
H  -36.7699  10.6711  -4.1746  0.11
C  -28.3978  5.4564  -12.8501  -0.10
C  -28.8630  4.3826  -13.7725  -0.16
N  -29.8842  3.5257  -13.1426  -0.04
C  -30.6407  3.8803  -11.9923  0.03
C  -31.4009  2.7680  -11.7352  -0.02
N  -31.2039  1.8371  -12.7266  -0.08
C  -30.2071  2.2899  -13.5243  0.03
C  -31.9707  0.6218  -12.8451  0.02
H  -29.1332  6.2615  -12.6948  0.09
H  -27.5516  5.9392  -13.3467  0.09
H  -28.0033  5.2033  -11.8608  0.09
H  -28.0993  3.6780  -14.1028  0.14
H  -29.2745  4.8482  -14.6930  0.15
H  -30.4125  4.7970  -11.4234  0.13
H  -32.0863  2.5957  -10.9077  0.14
H  -29.9679  1.7544  -14.3989  0.17
H  -32.2002  0.3520  -11.8561  0.08
H  -31.4932  -0.2114  -13.3620  0.12
H  -32.9268  0.7891  -13.3465  0.12
Cl  -31.0507  9.4561  -3.5955  -0.43
Cl  -28.5469  5.8997  -6.8896  -0.36

Cartesian forces, eV/Å:
C 0.70 2.76 2.19
C 0.12 -1.85 -1.69
C -0.59 1.26 -0.67
C -0.65 1.36 -0.23
C -2.20 -2.27 0.34
C 2.09 2.24 -1.07
N -7.83 -2.36 -1.95
O 7.78 2.24 -0.51
C -0.11 -1.13 1.45
C 0.69 -1.57 -0.49
C 0.82 -1.18 0.49
H 0.09 -0.68 -0.17
H -0.99 -0.51 0.26
H -0.03 -0.11 -0.97
H 0.13 -0.51 -0.43
H -0.33 0.71 1.48
H 0.30 -0.70 -0.88
H 0.63 0.47 0.26
H 0.33 -0.84 0.84
H -0.01 0.64 0.01
H 0.34 -0.03 0.44
H -0.10 0.89 -0.34
H -0.17 -0.05 0.19
H -0.22 0.59 0.11
H -0.80 0.21 0.01
H 0.00 0.22 0.04
H -0.23 -0.18 0.30
H -0.15 0.30 0.41
H 0.37 0.12 0.53
C -0.11 0.27 0.56
C 0.13 -1.17 -2.14
C -0.46 1.13 -0.10
C 0.04 1.19 1.42
N -0.29 -0.39 0.53
C -0.24 -0.74 -0.45
C -0.92 0.42 -1.13
C -0.64 0.28 0.46
C 1.87 -0.01 0.07
C -0.52 -0.48 -0.77
C 0.79 -0.25 0.19
C -0.56 -0.42 -0.43
H 0.49 0.03 -0.59
H -0.80 0.24 0.31
H 0.17 0.13 0.07
H -0.09 0.58 1.20
H 0.78 -0.69 0.55
H -0.43 -0.71 -0.52
H -0.27 -0.07 -0.22
H 0.33 -0.25 -0.27
H -0.25 -0.32 0.00
H 0.17 -0.45 0.09
H -0.10 -0.16 0.07
H 0.26 1.00 0.00
H 0.67 -0.29 0.28
H -0.25 0.49 0.15
H -0.20 -0.11 0.04
H -0.28 -0.17 0.39
H 0.15 0.02 0.22
H -0.12 -0.13 0.00
H 0.46 0.09 0.15
H 0.05 -0.33 -0.47
H 0.11 0.84 0.06
H -0.03 0.55 -0.12
H 0.03 0.42 0.35
H 0.05 -0.44 0.04
C 1.53 0.01 -1.00
C -2.81 -1.95 -1.67
C 0.99 0.29 1.00
C -0.16 -0.84 -0.16
N 0.79 1.52 2.11
C -0.05 -0.41 0.79
C 0.96 -0.35 -1.66
C -1.57 -0.52 -0.48
C 1.60 -1.35 0.21
C -0.34 0.38 -0.28
C 1.78 -0.21 0.38
C -2.02 0.03 0.17
H -0.57 -0.58 0.11
H -1.40 0.00 0.53
H 0.40 0.20 0.69
H 1.91 0.63 1.10
H 0.96 0.81 -0.11
H -0.63 0.46 -0.65
H -0.49 -0.29 0.11
H -0.05 1.21 -0.07
H 0.08 -0.49 -0.42
H -0.19 0.07 -0.27
H -0.37 0.39 -1.10
H -0.43 0.34 -0.03
H -0.01 0.12 1.40
H 0.14 0.28 -0.10
H 0.57 -0.35 0.35
H -0.70 -0.01 -0.50
H -0.11 0.76 0.37
H -0.39 0.25 -0.60
H -0.15 -0.39 0.39
H -0.43 -0.35 0.81
H -0.58 -0.26 -0.44
H 0.96 -0.15 0.31
H 0.47 0.89 -0.77
H 0.44 -0.05 -0.33
C -0.37 -0.88 1.21
C 1.39 -0.04 0.59
C 0.43 0.79 -2.45
C -0.76 -0.08 2.19
N 0.22 -0.95 -0.82
C -0.57 0.04 0.82
C -0.65 -1.04 0.24
C 0.80 -0.18 -1.26
C 0.49 -0.16 -1.16
C -0.25 1.24 0.53
C -0.25 0.43 1.48
C 1.03 -0.08 -1.18
H 0.49 0.52 -0.03
H 0.05 -0.04 -0.25
H -0.09 0.32 -0.85
H -0.61 -0.63 -0.40
H -0.43 1.17 -0.14
H -0.23 -0.13 1.08
H -0.37 -0.13 0.21
H -0.28 -1.06 -0.59
H 1.33 0.62 -0.55
H 0.13 0.04 -0.58
H -0.18 -0.57 -0.12
H -0.27 0.65 -0.26
H 0.27 0.33 0.07
H -0.53 0.59 0.79
H 0.09 -0.04 0.31
H 0.28 -1.26 0.90
H -0.21 0.66 0.14
H 0.50 0.88 0.73
H -0.42 -0.55 -0.79
H 0.02 0.12 -0.21
H -0.22 -0.52 -0.51
H -0.11 -0.21 0.25
H -0.33 0.16 0.55
H -0.24 -0.04 -0.05
C 0.64 -1.34 -1.06
C 0.70 -0.01 -0.21
C -0.16 0.07 0.37
C 0.38 1.03 0.51
N -0.68 -1.19 0.64
C -0.06 -0.64 -0.63
C 0.13 -1.38 0.52
C 1.51 -0.15 0.53
C -0.62 1.48 1.27
C 0.78 -0.69 0.31
C -0.21 0.27 1.17
C -0.80 0.44 0.31
H 0.73 -0.10 0.11
H -0.61 -0.37 0.88
H -0.33 -0.18 -0.33
H -0.80 0.63 -0.22
H 0.35 0.14 0.11
H -0.37 -0.12 0.71
H -0.64 0.63 -0.72
H 0.24 0.78 -0.70
H 0.25 -0.25 -0.20
H 0.01 -0.33 -0.15
H -0.03 0.59 0.24
H -0.25 -0.16 -0.58
H 0.13 0.84 -0.43
H -0.43 -0.03 -0.49
H -0.47 -0.10 0.67
H -0.42 -0.06 -0.59
H 0.51 0.00 -0.30
H 0.15 0.02 -0.71
H 0.18 0.29 0.10
H -0.60 0.30 0.17
H -0.39 -0.67 -0.64
H 0.10 0.05 -0.64
H 0.93 0.30 0.33
H 0.10 0.00 -0.36
C 1.31 1.18 -1.03
C -0.10 -1.04 -0.36
N -0.64 -0.51 -0.55
C 1.20 1.47 1.56
C -1.50 -0.51 -1.42
N 1.04 0.74 1.00
C 0.89 -0.91 -0.23
C -0.91 -0.18 -0.28
H -0.85 0.05 0.05
H 0.48 -0.81 0.47
H -0.99 0.56 -0.11
H -0.65 0.00 0.17
H 0.21 0.00 0.57
H 0.41 -0.55 0.13
H -0.11 0.49 0.09
H -0.36 0.02 -0.66
H 0.33 0.51 -0.30
H -0.20 0.16 0.32
H 0.31 -0.61 0.47
C 0.59 0.41 -0.13
C 2.59 -0.78 2.02
N -2.67 1.83 -1.52
C -0.27 -0.63 -0.06
C 0.14 0.81 -0.07
N 0.36 -1.88 -0.10
C 0.02 0.64 -0.85
C 0.55 -0.48 1.00
H -0.36 -0.12 0.18
H -0.28 -0.50 -0.21
H -0.43 -0.16 0.11
H 0.13 0.28 -0.62
H -0.30 -0.36 -0.72
H 0.15 -0.06 0.21
H 0.56 -0.11 0.37
H 0.13 0.24 1.10
H -1.02 0.78 -0.78
H 0.03 0.31 0.22
H 0.19 -0.17 -0.02
C 0.91 1.45 0.31
C -0.50 -0.54 -0.74
N -0.64 0.13 0.95
C 0.94 -1.29 -0.77
C -0.39 0.94 0.30
N 1.67 1.17 -0.15
C -2.20 0.56 1.14
C -0.76 -0.46 -0.91
H 0.05 -0.40 -0.20
H -0.11 0.08 -0.06
H -0.26 -0.62 -0.19
H 0.31 0.34 0.14
H 0.03 -0.35 0.57
H -0.43 -0.85 -0.53
H 0.16 -0.01 -0.44
H 0.80 -0.22 -0.88
H -0.28 -0.77 1.23
H 0.45 0.39 0.12
H 0.18 0.30 -0.10
Cl -0.17 -0.06 0.02
Cl 0.01 -0.14 0.16

Values from the calculation:
orbital gap: 5.83 eV
net charge: +6
E_LUMO: -12.0688 eV
HOMO energy: -17.895 eV
max |F|: 8.4 eV Å⁻¹